44
Properties=species:S:1:pos:R:3:lowdin_spin:R:1 method="wB97M-V/def2-TZVPD" total_charge=+2 gap_ev="7.74 / 6.11" homo_ev="-14.53 / -15.61" spin_multiplicity=3 relative_energy_kcal_mol=23.0 fmax_ev_per_a=4.6 total_energy_ev=-64139.2542 s2=2.012
C 1.26 -0.07 -4.13 0.004
C 0.99 -0.07 -2.68 0.027
H 2.35 0.00 -4.23 0.000
H 0.77 0.78 -4.61 0.001
H 0.90 -1.02 -4.57 0.001
O 1.77 -0.08 -1.75 0.039
Cl -1.10 -0.11 -2.44 0.189
Au -0.46 -0.05 -0.19 0.673
P -0.18 2.35 -0.41 0.082
C 1.21 2.97 0.58 0.022
C 0.14 3.10 -2.04 0.014
H 0.18 4.19 -1.90 0.004
H -1.74 4.19 -0.29 0.001
H -0.67 2.85 -2.74 0.000
H -2.55 2.58 -0.19 -0.001
H 2.14 2.57 0.14 0.000
H 1.10 2.75 -2.44 0.000
C -1.70 3.18 0.14 0.001
H 1.23 4.07 0.55 0.005
H -1.73 3.25 1.23 0.000
H 1.15 2.63 1.62 0.000
P 0.09 -2.39 -0.17 0.090
C 1.55 -2.75 0.84 0.024
C -1.32 -3.32 0.50 0.001
H -0.37 -3.17 -2.43 0.000
H 0.57 -4.35 -1.48 0.004
H 1.38 -2.92 -2.17 0.000
C 0.45 -3.29 -1.71 0.016
H -2.22 -3.01 -0.04 -0.001
H -1.15 -4.40 0.37 0.001
H 1.64 -3.83 1.01 0.005
H 1.50 -2.24 1.81 0.000
H -1.47 -3.09 1.55 0.000
H 2.43 -2.38 0.31 0.000
Cl -2.86 -0.15 0.57 0.594
N -0.76 0.87 4.08 0.004
C -0.66 -0.50 4.26 0.007
C -0.38 -1.01 3.02 0.008
N -0.29 0.03 2.11 0.174
C -0.54 1.15 2.78 0.008
H -0.98 1.57 4.79 0.001
H -0.80 -0.99 5.20 0.001
H -0.25 -2.05 2.75 0.000
H -0.62 2.16 2.40 -0.001

51
Properties=species:S:1:pos:R:3:nbo_charge:R:1 method="wB97M-V/def2-TZVPD" total_charge=0 gap_ev=8.82 homo_ev=-8.62 fmax_ev_per_a=3.7 total_energy_ev=-55021.7824 smiles="CC(=O)OCCCB1OB(C[C@H](C)Cl)OB(P(=N)(O)O)O1.CNC(C)=O"
C 3.12 0.74 0.97 -0.741
C 2.65 1.94 0.19 0.797
O 2.28 2.89 0.75 -0.539
O 2.67 1.98 -1.18 -0.530
C 1.95 0.91 -1.80 -0.066
C 0.51 0.70 -1.25 -0.431
C -0.45 0.43 -2.45 -0.760
B -1.92 0.33 -1.88 1.149
O -2.47 1.47 -1.32 -0.880
B -3.86 1.39 -1.28 1.212
C -4.75 2.55 -1.86 -0.809
C -5.57 3.31 -0.80 -0.147
C -4.77 3.69 0.45 -0.643
Cl -7.05 2.44 -0.27 -0.070
O -4.39 0.24 -0.71 -0.856
B -3.67 -0.87 -1.02 0.780
P -4.22 -2.49 -0.08 1.932
N -4.80 -2.04 1.29 -1.350
O -2.96 -3.47 0.14 -0.966
O -5.41 -3.24 -0.94 -0.974
O -2.64 -0.87 -1.93 -0.869
H 2.64 -0.20 0.67 0.223
H 2.80 0.90 2.00 0.255
H 4.20 0.63 1.01 0.245
H 2.51 -0.02 -1.61 0.169
H 1.89 1.06 -2.87 0.195
H 0.51 -0.21 -0.66 0.207
H 0.11 1.57 -0.72 0.234
H -0.16 -0.50 -2.95 0.225
H -0.41 1.25 -3.18 0.233
H -4.13 3.28 -2.39 0.245
H -5.47 2.11 -2.56 0.253
H -5.91 4.25 -1.26 0.211
H -4.67 2.87 1.15 0.228
H -5.35 4.46 0.97 0.225
H -3.81 4.14 0.20 0.220
H -5.77 -2.32 1.37 0.380
H -3.24 -4.13 0.80 0.512
H -5.72 -2.67 -1.65 0.499
C 7.83 -2.13 2.02 -0.411
N 6.62 -1.43 2.43 -0.617
C 5.36 -1.92 2.52 0.677
C 5.13 -3.37 2.16 -0.722
O 4.44 -1.19 2.88 -0.635
H 8.55 -2.09 2.84 0.199
H 8.26 -1.62 1.15 0.199
H 7.63 -3.16 1.77 0.212
H 6.70 -0.46 2.69 0.402
H 4.08 -3.60 2.28 0.246
H 5.41 -3.55 1.12 0.225
H 5.71 -4.02 2.81 0.228

47
Properties=species:S:1:pos:R:3:lowdin_spin:R:1 method="wB97M-V/def2-TZVPD" total_charge=+1 gap_ev="5.32 / 5.48" homo_ev="-9.09 / -13.81" spin_multiplicity=6 relative_energy_kcal_mol=2.5 fmax_ev_per_a=4.7 total_energy_ev=-50351.4135 s2=8.795
C -0.75 0.80 -4.28 0.426
C -0.90 0.37 -2.91 0.080
N 0.05 0.84 -2.01 0.470
C 0.89 1.84 -2.29 0.431
C 0.85 2.44 -3.55 0.174
C 0.06 1.88 -4.55 0.296
C -2.05 -0.30 -2.45 0.394
P -2.05 -0.72 -0.69 0.247
Ir -0.10 0.37 -0.07 1.440
P 1.93 1.27 0.26 0.246
C 1.71 2.43 -1.17 0.144
O -0.81 -3.44 -4.02 0.004
O 1.02 -4.19 -0.78 0.002
H -1.37 0.32 -5.02 0.018
H 1.45 3.33 -3.69 0.004
H 0.09 2.32 -5.55 0.010
C -3.46 0.39 -0.30 0.082
C -2.53 -2.38 -0.09 0.033
H 2.71 2.70 -1.51 0.024
H 1.21 3.32 -0.75 0.022
H -1.08 -2.81 -3.30 0.003
H -2.56 -0.89 -3.19 0.021
C 2.12 2.16 1.78 0.059
C 3.42 0.34 -0.13 0.014
H 0.59 -1.02 -0.22 0.027
H 0.52 -4.42 0.04 0.000
H 0.30 -3.84 -1.34 0.000
H 0.16 -3.30 -3.96 0.000
H -1.05 1.50 0.60 0.085
H 1.43 -0.86 -0.13 0.053
H -4.30 0.05 -0.92 0.014
H -3.71 0.39 0.77 0.005
H -3.16 1.40 -0.64 0.005
H -3.46 -2.71 -0.61 0.006
H -1.71 -3.09 -0.27 0.000
H -2.71 -2.31 1.00 0.002
H 4.22 1.08 -0.20 0.003
H 3.60 -0.37 0.69 0.002
H 3.29 -0.21 -1.08 0.002
H 3.04 2.76 1.69 0.017
H 1.23 2.79 1.94 0.002
H 2.18 1.42 2.59 0.001
F -0.28 -0.98 2.07 0.097
B -0.07 -0.33 3.37 0.012
F 1.32 -0.41 3.68 0.002
F -0.43 1.03 3.20 0.018
F -0.86 -0.96 4.34 0.003